[1]
C11H30ClI2N2OP2W as an isolated structure in a non-equilibrium geometry. Source: the Open Molecules 2025 dataset; level of theory: wB97M-V/def2-TZVPD.

Geometry as XYZ:
```
50
Properties=species:S:1:pos:R:3:forces:R:3
W 2.493649 1.198581 0.603362 0.156 1.852 0.751
I 5.382992 1.879016 0.258980 -0.315 -0.992 0.211
I 4.080743 -0.644933 -0.392139 0.478 -0.288 -1.099
Cl 2.733755 3.124014 1.874013 -0.893 -1.241 -0.742
P 1.905038 -0.537866 2.357455 0.775 -1.096 1.589
P 1.427094 2.172328 -1.539774 0.412 1.244 -1.715
O -1.303973 -0.859314 -0.585309 0.149 -0.653 0.162
N -2.886139 -2.121971 0.360038 0.648 0.761 -1.421
N -3.260273 -0.644159 -1.569237 0.140 -0.404 -0.323
C 0.745387 -0.002985 3.675597 -0.134 0.326 -0.780
C 1.916742 -2.427300 2.389171 -0.236 0.525 -0.912
C 1.205038 1.449093 -3.272293 0.136 -0.822 0.816
C -2.508943 0.457029 -2.166743 -0.087 -0.182 0.342
C 3.023067 3.084072 -1.835353 -0.039 -0.331 0.305
C -3.994785 -3.025277 0.298247 -0.451 -0.601 0.646
C -1.785987 -2.305493 1.298261 -0.600 -1.216 0.763
C 0.163375 3.506521 -1.333298 -0.012 -0.808 0.700
C -4.496718 -1.045012 -2.219365 -0.131 1.274 0.004
C -2.491419 -1.289020 -0.653973 1.477 1.188 0.971
C 3.638014 -0.241565 2.994727 -0.195 0.063 -0.439
H 0.118035 4.182963 -2.198834 0.231 -0.423 0.087
H 4.337409 -0.627145 2.231549 -0.200 0.117 0.815
H 0.920112 -0.556020 4.608340 0.094 0.011 -0.342
H 0.951065 -2.905505 2.134085 0.473 0.521 0.105
H -3.193930 1.187919 -2.609824 0.183 -0.269 0.081
H -0.948776 -2.789421 0.779387 -0.003 0.110 0.267
H 0.862457 1.074017 3.846119 -0.059 -0.219 0.053
H -4.721835 -2.773800 -0.491610 0.518 -0.103 0.543
H 2.677154 -2.744289 1.659420 -0.251 -0.074 0.286
H 3.308410 3.641680 -0.930203 -0.081 0.054 -0.516
H -1.820346 0.015859 -2.905138 -0.044 0.581 0.024
H -4.454501 -2.927632 1.290256 -0.414 -0.530 -0.372
H -4.486743 -2.009211 -2.700023 0.231 -0.426 -0.069
H 3.787413 -0.812402 3.926073 -0.154 0.342 -0.190
H -0.798680 2.995317 -1.192150 0.095 0.331 -0.073
H 2.231949 -2.737275 3.399114 -0.125 0.368 -0.281
H 1.124134 2.268943 -4.007859 -0.008 -0.074 0.614
H 2.136566 0.889281 -3.477045 -0.476 0.169 -0.002
H -5.278539 -0.982431 -1.474730 -0.558 -0.080 -0.168
H -1.515600 -1.305571 1.604767 0.416 0.115 0.293
H 3.800148 2.331807 -2.058269 -0.333 0.506 -0.146
H 2.927201 3.773545 -2.690153 -0.148 -0.231 0.289
H -2.055771 -2.913155 2.202289 -0.232 0.481 -1.015
H 3.824061 0.831721 3.154066 0.081 -0.369 0.242
H 0.398461 4.081052 -0.429108 -0.088 -0.072 -0.186
H -1.930545 0.836416 -1.294916 -0.257 0.454 -1.132
H -3.614739 -4.052742 0.149863 -0.419 0.278 0.057
H 0.339415 0.766296 -3.370223 0.463 0.429 0.229
H -4.643041 -0.268298 -2.993218 -0.389 -0.658 0.390
H -0.267604 -0.197677 3.295610 0.179 0.061 0.290
```
Positions in Å, forces in eV/Å.

Calculated values
Charge: +3
<S²>: 2.3677
LUMO energy (alpha / beta) in eV: -13.644 / -13.694
Multiplicity: 3

---

[2]
One molecule with the formula C10H10N4S in a non-equilibrium geometry. Source: the Open Molecules 2025 dataset; level of theory: wB97M-V/def2-TZVPD.

Geometry as XYZ:
```
25
Properties=species:S:1:pos:R:3:forces:R:3
S -1.784079 0.883438 -1.954724 -0.027 -0.061 -0.103
N -3.003608 1.000702 -2.844093 0.397 0.786 -0.260
N -4.156922 -0.818028 -1.679895 1.441 -1.823 0.849
N 0.101347 0.197646 0.279729 1.222 0.392 -1.265
N 0.805078 0.727637 1.186163 -4.121 -1.180 0.950
C 4.249462 0.131153 0.144559 1.620 -1.798 -1.479
C -3.245440 -1.127375 -0.826742 0.475 2.103 -0.622
C 4.146060 1.715612 1.972453 0.716 0.758 1.172
C -2.052234 -0.284914 -0.695719 0.838 0.108 -0.521
C -5.403461 -1.554957 -1.613262 2.580 -1.882 2.855
C 2.752624 1.658653 1.974737 2.603 -1.674 -2.053
C 4.862515 0.922896 1.065705 3.299 1.452 0.815
C -1.020222 -0.468712 0.264845 -1.808 1.397 -1.801
C 2.897170 0.015090 0.165429 -0.812 1.767 1.346
C 2.110746 0.797199 1.047940 3.697 0.848 0.315
H 2.347943 -0.600101 -0.435069 -1.048 -1.739 -1.775
H -1.331370 -1.182505 0.938065 0.096 -1.546 2.257
H -5.458657 -2.426187 -2.244654 0.557 -0.540 -0.318
H -5.492287 -1.901560 -0.510036 -1.012 0.666 -1.814
H 2.280316 2.230206 2.671611 -1.833 1.317 1.610
H 4.694366 2.386915 2.759265 -1.076 -1.400 -1.731
H -3.247976 -1.883083 -0.069755 -0.785 -0.956 0.524
H 4.936553 -0.478236 -0.555805 -1.532 0.978 1.094
H -6.020224 -0.895144 -2.065631 -3.110 1.945 -0.388
H 6.032301 0.953654 1.024885 -2.378 0.083 0.346
```
Positions in Å, forces in eV/Å.

Calculated values
LUMO energy (alpha / beta) in eV: -1.618 / -1.247

---

[3]
C24H42AlBeCl5F6N4O16S3 as an isolated structure in a non-equilibrium geometry. Source: the Open Molecules 2025 dataset; level of theory: wB97M-V/def2-TZVPD.

Geometry as XYZ:
```
102
Properties=species:S:1:pos:R:3:forces:R:3
Cl 6.511774 2.747993 -3.511721 0.175 0.026 0.000
Cl -8.675253 1.972344 -0.869627 -0.677 0.389 0.220
Cl 5.798068 4.080741 -5.994938 0.075 -0.058 0.039
Cl 7.802077 5.246403 -4.245029 -0.027 -0.144 -0.049
Cl 1.057311 1.625727 -3.458241 0.450 1.109 -2.274
S 1.574539 4.775806 2.857479 0.105 -0.648 1.471
S 1.881514 -1.330656 -0.893266 0.311 -0.382 -0.320
S 3.393118 6.554176 3.618758 1.246 0.851 1.553
Al 3.216547 1.507886 -4.191570 -0.767 -0.164 0.019
F 1.569761 4.369049 0.241883 -0.518 -0.569 0.527
F 3.247103 8.803523 2.232902 -0.026 -0.393 0.308
F 0.024788 5.673009 0.904258 -0.185 -0.779 0.446
F 5.054144 8.599986 3.391294 -0.358 -0.561 0.216
F -0.181393 3.521386 1.244095 -1.619 -1.222 0.385
F 4.802916 7.467022 1.571622 -0.167 -0.259 0.358
O 2.299537 -3.644778 -4.275385 0.658 -1.691 0.857
O -2.658817 -0.899146 0.344972 0.477 -0.155 1.309
O 3.629874 0.376580 2.107359 -0.398 0.174 -0.380
O 3.536943 1.902644 0.448453 -0.111 -0.206 0.085
O 4.494001 5.699721 3.981482 -0.412 -0.168 -0.684
O -4.577052 -4.725664 -0.053131 1.474 -0.257 1.608
O 1.536230 -1.732279 -4.926314 0.225 -0.370 0.437
O 2.733813 7.202606 4.718801 -0.326 -0.214 -0.669
O -3.669036 -3.374084 -1.537966 2.391 -0.863 2.949
O -0.503743 -1.881712 0.410198 -1.481 -0.227 -0.128
O -7.119142 -4.595224 3.981898 0.198 -0.136 0.052
O 0.507526 5.010772 3.795282 0.007 0.104 -0.637
O 2.407847 -3.080845 -6.339211 -0.027 -0.542 0.473
O 2.272568 3.526793 3.026151 -0.101 0.283 -0.538
O -5.662636 -6.151153 4.356566 -0.095 0.226 0.029
O 5.431406 -3.912217 -2.108366 -1.366 -0.278 -1.210
N 2.080816 -2.814870 -5.189113 -0.243 2.099 -1.070
N 2.447150 6.018379 2.452099 -0.533 -0.891 0.342
N -6.397372 -5.507389 3.630037 -0.042 -0.144 -0.053
N -2.372089 -4.131183 0.378132 0.721 0.091 0.413
C 7.102211 3.742931 -4.850599 0.009 0.193 -0.014
C 4.337737 -4.612844 -2.236244 2.682 -1.895 2.732
C 1.026498 0.280812 -1.096792 -0.917 -0.213 1.477
C 4.159566 7.915804 2.668948 0.418 1.222 -1.274
C -1.096464 -4.097804 -0.397551 2.018 -0.104 -0.570
C -6.058170 -1.088195 0.754006 -0.605 0.525 0.057
C 4.159417 1.230526 1.453534 0.205 -0.514 0.469
C -5.804601 0.422015 0.328462 -0.447 -0.663 -0.757
C -2.447746 -3.084686 1.455019 0.773 0.877 1.147
C -0.637406 -2.654753 -0.804470 -0.460 -0.577 -0.548
C -1.727937 -1.724987 1.081680 -0.499 -0.108 0.438
C -3.624527 1.095220 -1.066435 -0.799 0.706 0.858
C 5.591730 1.684619 1.575943 0.019 0.562 -0.045
C -3.343267 -0.025583 1.227965 0.089 0.681 -0.817
C 0.642402 0.863010 0.355897 0.182 -0.566 -0.655
C 0.743473 -2.615968 -1.582501 -0.972 0.808 -0.698
C 4.476089 2.772028 -0.200526 0.112 0.393 -0.226
C 0.722782 4.592008 1.247819 1.427 2.923 -1.732
C -6.432187 0.582280 -1.126505 1.027 -0.038 0.505
C 3.808514 -4.961651 -0.816514 -1.376 0.581 0.585
C -3.620604 -4.061389 -0.465274 -4.381 0.931 -4.794
C -4.285850 0.889873 0.376733 -0.225 0.292 -0.513
C 5.576450 2.998692 0.815194 0.366 0.311 0.106
C -6.416701 -5.861739 2.186083 0.021 -0.113 -0.143
Be -1.585239 2.379925 1.326513 0.900 0.050 -0.481
H -1.493420 -1.163359 2.036017 -0.044 -0.847 -0.842
H -3.829738 -0.534321 2.103356 0.416 0.414 -0.721
H 3.983620 3.703269 -0.481550 -0.163 -0.179 0.009
H -1.420544 -2.229867 -1.502257 0.658 -0.287 1.084
H -5.221434 -1.794246 0.513701 -0.624 0.697 0.243
H 5.869977 1.825024 2.618496 -0.037 -0.312 -0.028
H -6.945265 -1.447173 0.151520 0.939 0.240 0.892
H -6.417010 1.069224 1.008998 0.612 -0.479 -0.598
H 3.570247 -4.059057 -0.249853 0.083 -0.030 0.005
H -5.729116 -6.685303 2.018770 -0.031 0.105 0.086
H -3.726696 0.188784 -1.711835 0.439 0.790 0.598
H 0.831663 1.957142 0.354607 0.065 -1.128 0.058
H -2.551482 1.396310 -0.871984 -0.552 -0.438 -0.461
H -2.414641 -5.040911 0.865415 -0.292 0.425 -0.408
H 3.493601 -4.140499 -2.784016 -1.238 1.420 -1.053
H -6.070039 -0.219443 -1.838747 -0.283 0.807 0.584
H -7.574263 0.379828 -1.004920 1.173 0.378 -0.245
H 4.412327 -5.591327 -2.767714 0.335 0.616 -1.016
H -6.251550 1.614208 -1.529025 -0.325 -1.258 0.209
H -4.115670 1.981760 -1.563124 0.565 -1.036 0.475
H -6.348938 -1.098094 1.846042 0.479 -0.406 -1.117
H 5.294988 3.810878 1.490793 -0.011 -0.041 -0.058
H 6.534303 3.255610 0.362315 -0.094 -0.008 -0.066
H 6.240296 0.945520 1.100144 -0.041 -0.079 0.116
H -3.527764 -2.888460 1.685565 1.015 -0.319 -0.224
H 0.067142 0.067888 -1.633592 1.029 0.319 0.190
H 4.838957 2.276282 -1.105482 -0.006 -0.057 -0.003
H -1.926123 -3.472051 2.380191 -0.621 0.231 -1.057
H -1.155608 -4.742618 -1.314913 -0.409 0.625 0.919
H -0.307143 -4.555336 0.272151 -0.746 0.590 -0.618
H 1.630657 1.037531 -1.699122 -0.703 -1.732 1.798
H 1.229534 0.332342 1.153391 -0.538 0.826 -0.559
H -6.105747 -4.981937 1.628222 -0.105 -0.087 -0.035
H -7.434321 -6.151223 1.932231 0.026 0.148 0.031
H 7.878088 3.189361 -5.370108 -0.110 0.037 0.074
H 2.889981 -5.552253 -0.900817 0.065 0.054 -0.174
H 4.523130 -5.552624 -0.238795 0.244 0.176 -0.454
H -4.275526 1.917408 0.859227 0.051 -0.890 -0.285
H -0.458410 0.587676 0.508213 0.660 0.448 0.009
H -2.524767 0.692407 1.682380 -0.472 -0.523 -0.033
H 1.252649 -3.611477 -1.676073 -0.286 1.031 0.451
H 0.523009 -2.278339 -2.638054 0.271 -0.534 1.031
```
Positions in Å, forces in eV/Å.

Calculated values
LUMO energy in eV: -6.377